# 1
Entry from OMol25: a molecular structure, C42H51AsN4O7PS6W in a non-equilibrium geometry (wB97M-V/def2-TZVPD).

Output
- HOMO (alpha / beta) (eV) = -4.1 / -4.1
- F_max (eV/Å) = 5.0
- charge = -1
- frontier orbital gap (alpha / beta) (eV) = 5.97 / 5.95

Last column: Löwdin charge in e.
Positions of all 113 atoms, in Å:
W  -0.128  -0.556  1.345  1.521
N  1.725  0.470  2.783  -0.063
C  1.422  0.189  4.185  -0.151
C  -0.080  0.186  4.382  -0.555
O  -0.552  0.039  5.505  0.019
N  -0.760  0.321  3.228  -0.089
C  -2.132  -0.170  3.327  -0.130
C  -2.324  -0.940  2.038  -0.383
O  -2.172  -2.311  2.089  -0.005
O  -1.979  -0.275  0.911  -0.272
H  2.707  0.330  2.644  -0.039
H  1.567  1.447  2.620  0.016
H  1.886  0.899  4.877  0.119
H  1.775  -0.812  4.441  0.126
H  -2.848  0.647  3.438  0.101
H  -2.232  -0.837  4.181  0.125
C  4.759  -2.393  -2.409  -0.370
S  4.371  -3.432  -0.963  0.805
C  4.809  -2.305  0.304  -1.024
C  3.934  -1.617  1.075  -1.005
S  2.204  -1.806  0.944  0.685
S  4.746  -0.567  2.261  0.898
C  6.349  -0.609  1.551  -1.494
S  7.533  0.464  1.909  0.515
S  6.536  -2.021  0.551  0.875
H  4.723  -3.037  -3.286  0.033
H  5.753  -1.969  -2.292  0.021
H  4.014  -1.603  -2.487  0.011
N  0.210  1.320  0.729  -0.448
P  0.185  2.845  1.005  0.779
C  -0.445  3.818  -0.399  -0.274
C  -1.216  3.153  -1.343  -0.093
C  -1.892  3.866  -2.321  -0.088
C  -1.813  5.251  -2.349  -0.084
C  -1.042  5.921  -1.406  -0.086
C  -0.367  5.210  -0.430  -0.079
C  -0.933  3.502  2.291  -0.261
C  -0.676  4.571  3.145  -0.086
C  -1.681  5.061  3.967  -0.087
C  -2.956  4.521  3.914  -0.085
C  -3.230  3.486  3.028  -0.075
C  -2.226  2.983  2.221  -0.091
C  1.847  3.560  1.310  -0.276
C  2.396  3.689  2.586  -0.113
C  3.714  4.084  2.750  -0.073
C  4.516  4.313  1.641  -0.079
C  3.989  4.156  0.368  -0.073
C  2.663  3.790  0.203  -0.086
H  -1.261  2.072  -1.269  0.073
H  -2.486  3.348  -3.063  0.096
H  -2.355  5.809  -3.102  0.099
H  -0.980  7.002  -1.430  0.099
H  0.227  5.728  0.315  0.110
H  0.303  5.030  3.170  0.089
H  -1.466  5.873  4.651  0.099
H  -3.738  4.913  4.552  0.099
H  -4.230  3.073  2.973  0.106
H  -2.417  2.172  1.526  0.099
H  1.791  3.485  3.463  0.102
H  4.119  4.208  3.747  0.106
H  5.553  4.594  1.771  0.103
H  4.617  4.312  -0.500  0.104
H  2.245  3.682  -0.792  0.103
C  -3.535  -2.519  -4.744  -0.052
C  -3.548  -3.152  -3.379  -0.271
C  -3.623  -2.390  -2.216  -0.023
C  -3.732  -2.998  -0.976  -0.028
C  -3.746  -4.379  -0.900  -0.288
C  -3.622  -5.163  -2.041  -0.052
C  -3.523  -4.544  -3.272  -0.041
S  -4.046  -5.184  0.649  0.643
O  -4.746  -6.419  0.377  -0.328
O  -4.660  -4.253  1.539  -0.275
N  -2.568  -5.701  1.224  -0.119
C  -1.272  -5.080  0.901  -0.183
C  -0.635  -4.235  2.018  -0.041
C  -0.761  -2.722  1.832  -0.766
O  0.020  -1.991  2.651  -0.253
O  -0.487  -2.303  0.550  -0.384
H  -3.638  -1.436  -4.684  0.071
H  -4.356  -2.915  -5.343  0.080
H  -2.605  -2.750  -5.268  0.079
H  -3.626  -1.308  -2.273  0.113
H  -3.829  -2.418  -0.072  0.111
H  -3.641  -6.241  -1.946  0.114
H  -3.444  -5.141  -4.174  0.113
H  -2.570  -6.706  1.135  0.094
H  -1.355  -4.462  0.002  0.101
H  -0.588  -5.893  0.659  0.119
H  0.444  -4.390  2.025  0.118
H  -1.047  -4.501  2.991  0.132
C  -1.270  1.022  -3.543  -0.187
C  -0.481  -0.240  -3.229  -0.367
As  0.295  -0.568  -1.350  1.269
C  2.008  0.447  -1.619  -0.400
C  2.436  0.843  -3.031  -0.163
C  0.917  -2.377  -2.011  -0.403
C  1.231  -2.674  -3.480  -0.165
H  -1.606  0.997  -4.584  0.074
H  -0.662  1.915  -3.404  0.044
H  -2.151  1.105  -2.903  0.060
H  0.355  -0.335  -3.915  0.039
H  -1.122  -1.114  -3.339  0.034
H  2.778  -0.164  -1.150  0.020
H  1.891  1.338  -1.008  0.010
H  2.541  -0.026  -3.682  0.039
H  3.403  1.349  -2.983  0.069
H  1.712  1.522  -3.486  0.057
H  0.138  -3.065  -1.677  0.052
H  1.791  -2.597  -1.410  -0.042
H  0.324  -2.773  -4.079  0.054
H  1.769  -3.624  -3.519  0.068
H  1.867  -1.918  -3.942  0.040

***

# 2
Entry from OMol25: 3 unconnected molecules or ions with the total composition C25H57FN8O2P2 in a non-equilibrium geometry (wB97M-V/def2-TZVPD).

Output
- HOMO (eV) = -8.0
- F_max (eV/Å) = 6.0
- frontier orbital gap (eV) = 8.41
- SMILES = CCCCC[C@@](C)(C#N)[C@H](C#N)C[C@H](C)F.CN(C)P(=O)(N(C)C)N(C)C.CN(C)P(=O)(N(C)C)N(C)C

Last column: Löwdin charge in e.
Positions of all 95 atoms, in Å:
C  2.840  4.795  -3.878  -0.114
C  2.020  3.555  -4.235  -0.275
C  1.015  3.840  -5.346  -0.207
C  -0.051  2.726  -5.503  -0.185
C  -1.487  3.256  -5.611  -0.138
C  -2.223  3.486  -4.264  -0.399
C  -3.231  2.326  -4.031  0.003
C  -1.301  3.451  -3.115  -0.179
N  -0.613  3.413  -2.177  0.235
C  -2.885  4.908  -4.277  -0.217
C  -3.083  5.375  -2.894  -0.196
N  -3.284  5.878  -1.859  0.195
C  -4.155  5.000  -5.147  -0.093
C  -5.361  5.635  -4.470  -0.381
C  -6.219  4.658  -3.696  -0.034
F  -6.179  6.092  -5.514  -0.038
H  2.179  5.556  -3.463  0.070
H  3.369  5.199  -4.740  0.069
H  3.591  4.578  -3.121  0.068
H  1.539  3.197  -3.330  0.070
H  2.727  2.785  -4.548  0.111
H  1.587  3.873  -6.272  0.110
H  0.551  4.821  -5.239  0.105
H  0.068  1.959  -4.739  0.111
H  0.183  2.221  -6.440  0.108
H  -2.052  2.585  -6.252  0.113
H  -1.441  4.197  -6.161  0.114
H  -3.133  1.968  -3.008  0.088
H  -3.002  1.474  -4.660  0.089
H  -4.271  2.610  -4.153  0.067
H  -2.148  5.576  -4.716  0.146
H  -3.927  5.622  -6.009  0.127
H  -4.458  4.041  -5.557  0.118
H  -5.125  6.520  -3.889  0.138
H  -5.677  4.169  -2.891  0.078
H  -6.712  3.959  -4.364  0.088
H  -7.015  5.250  -3.245  0.085
C  0.807  -0.658  1.480  -0.146
N  0.802  -0.343  0.077  -0.337
C  0.390  1.027  -0.199  -0.140
P  1.297  -1.263  -1.285  0.702
O  2.522  -0.471  -1.684  -0.304
N  2.112  -2.753  -0.957  -0.323
C  2.096  -3.436  0.317  -0.151
C  3.427  -2.920  -1.571  -0.144
N  -0.192  -2.094  -1.403  -0.308
C  -1.372  -1.917  -0.583  -0.111
C  -0.265  -3.285  -2.248  -0.126
H  -0.191  -0.497  1.918  0.084
H  1.518  -0.032  2.034  0.085
H  1.042  -1.693  1.710  0.040
H  -0.577  1.051  -0.721  0.051
H  1.120  1.546  -0.825  0.060
H  0.280  1.611  0.714  0.083
H  2.708  -2.920  1.069  0.084
H  2.490  -4.450  0.210  0.084
H  1.077  -3.562  0.693  0.061
H  4.214  -2.398  -1.013  0.084
H  3.431  -2.550  -2.593  0.068
H  3.686  -3.981  -1.619  0.079
H  -1.282  -2.468  0.359  0.083
H  -2.259  -2.290  -1.100  0.080
H  -1.583  -0.871  -0.371  0.069
H  -0.116  -4.193  -1.657  0.084
H  0.489  -3.261  -3.030  0.076
H  -1.235  -3.358  -2.748  0.076
C  0.493  -4.194  8.101  -0.133
N  1.808  -3.963  7.557  -0.344
C  2.854  -4.027  8.566  -0.131
P  2.341  -3.740  5.938  0.705
O  3.100  -5.034  5.754  -0.302
N  1.172  -4.009  4.690  -0.319
C  -0.258  -4.055  4.897  -0.140
C  1.537  -4.981  3.663  -0.144
N  1.979  -2.073  5.930  -0.304
C  1.454  -1.270  7.016  -0.108
C  1.949  -1.375  4.647  -0.134
H  0.264  -3.464  8.892  0.081
H  0.405  -5.196  8.537  0.087
H  -0.310  -4.084  7.379  0.046
H  3.314  -3.041  8.728  0.070
H  3.645  -4.723  8.274  0.073
H  2.465  -4.366  9.525  0.080
H  -0.571  -4.975  5.406  0.084
H  -0.782  -4.013  3.938  0.078
H  -0.612  -3.184  5.455  0.072
H  1.378  -6.014  3.996  0.085
H  2.578  -4.871  3.373  0.070
H  0.939  -4.816  2.762  0.065
H  0.368  -1.378  7.095  0.086
H  1.670  -0.212  6.851  0.082
H  1.911  -1.509  7.974  0.069
H  0.930  -1.326  4.253  0.075
H  2.575  -1.877  3.912  0.074
H  2.331  -0.355  4.734  0.083

***

# 3
Entry from OMol25: C7H7F in the gas phase in a non-equilibrium geometry (wB97M-V/def2-TZVPD).

Output
- HOMO (alpha / beta) (eV) = -7.9 / -8.1
- F_max (eV/Å) = 6.1
- frontier orbital gap (alpha / beta) (eV) = 7.33 / 7.71
- SMILES = C=C/C(F)=C1\CC1=C

Last column: natural (NBO) charge in e.
Positions of all 15 atoms, in Å:
C  -3.349  0.393  0.020  -0.361
C  -2.016  0.507  0.206  -0.366
C  -1.145  -0.614  0.111  0.474
F  -1.555  -1.862  0.144  -0.312
C  0.654  -0.232  0.290  0.015
C  1.385  0.966  -0.051  -0.487
C  2.009  -0.408  -0.008  -0.054
C  3.143  -1.088  -0.076  -0.382
H  -4.119  1.274  0.164  0.214
H  -3.781  -0.631  0.034  0.204
H  -1.338  1.330  0.092  0.235
H  1.744  1.615  0.675  0.205
H  1.197  1.499  -0.857  0.203
H  4.042  -0.594  -0.576  0.205
H  3.129  -2.155  -0.169  0.207

***

What is the F_max in the second record?
6.0 eV/Å